No. 1
Formula: C5H13NO
Source: the Open Molecules 2025 dataset
Level of theory: ωB97M-V/def2-TZVPD

Geometry (Å):
C -1.044 -2.858 -0.028
N -0.027 -2.129 0.064
C 0.555 -1.653 -1.177
C 0.176 -0.188 -1.412
C 1.014 0.810 -0.598
C 2.457 0.912 -1.099
H -1.494 -3.212 0.892
H -1.438 -3.201 -0.982
H 1.639 -1.726 -1.076
H 0.236 -2.250 -2.045
H -0.895 -0.066 -1.215
H 0.310 0.033 -2.474
H 1.016 0.474 0.437
H 0.564 1.804 -0.677
H 3.046 0.020 -0.863
H 2.502 1.089 -2.177
H 2.953 1.752 -0.611
O -3.978 3.106 5.137
H -3.138 3.547 5.322
H -4.453 3.735 4.583

Values from the calculation:
Structure (SMILES): C=NCCCC.O
Lowest unoccupied orbital energy: 1.065 eV
HOMO-LUMO gap: 10.7240 eV
Highest occupied orbital energy: -9.659 eV
Molecular weight: 103.16 g/mol
Energy above the lowest of the compared OMol25 structures with the same formula, charge and spin: 135.5 kJ/mol

Atomic partial charges in e from the Löwdin method, atoms 1 to 2:
1. C -0.07
2. N -0.03

No. 2
Formula: C5H13NO
Source: the Open Molecules 2025 dataset
Level of theory: ωB97M-V/def2-TZVPD

Geometry (Å):
C -1.268 -0.254 -2.540
C -0.558 -0.309 -1.190
C -1.103 -1.486 -0.418
N -1.693 -1.225 0.794
O -0.987 -2.638 -0.789
H -2.023 -1.042 -2.629
H -0.636 -0.588 -3.372
H -1.794 0.663 -2.802
H 0.525 -0.408 -1.261
H -0.696 0.625 -0.639
H -2.106 -2.042 1.212
H -1.952 -0.319 1.134
C 1.456 0.721 2.092
C 2.183 1.504 1.015
H 0.862 -0.134 1.757
H 2.051 0.374 2.932
H 0.717 1.368 2.556
H 2.728 0.861 0.321
H 2.854 2.275 1.392
H 1.440 2.054 0.437

Values from the calculation:
Structure (SMILES): CCC(N)=O.CC
Lowest unoccupied orbital energy: 0.840 eV
HOMO-LUMO gap: 10.6567 eV
Highest occupied orbital energy: -9.816 eV
Molecular weight: 103.16 g/mol
Energy above the lowest of the compared OMol25 structures with the same formula, charge and spin: 31.7 kJ/mol

Atomic partial charges in e from the Löwdin method, atoms 1 to 2:
1. C -0.09
2. C -0.17

No. 3
Formula: C5H13NO
Source: the Open Molecules 2025 dataset
Level of theory: ωB97M-V/def2-TZVPD

Geometry (Å):
C 1.073 -1.945 1.606
C -0.032 -0.926 2.068
C -0.819 -0.491 0.825
N -0.111 0.323 -0.113
C -0.675 0.755 -1.346
C -0.054 1.913 -2.157
O 1.191 1.581 -2.795
H 0.611 -2.640 0.909
H 1.377 -2.488 2.502
H 1.930 -1.451 1.160
H -0.687 -1.548 2.683
H 0.281 -0.025 2.593
H -1.640 0.109 1.311
H -1.353 -1.299 0.335
H 0.426 1.091 0.271
H -1.593 1.342 -1.071
H -0.994 -0.039 -2.035
H 0.096 2.689 -1.393
H -0.639 2.190 -3.025
H 1.612 0.860 -2.327

Values from the calculation:
Structure (SMILES): CCCNCCO
Lowest unoccupied orbital energy: 1.002 eV
HOMO-LUMO gap: 9.4615 eV
Highest occupied orbital energy: -8.459 eV
Molecular weight: 103.16 g/mol
Energy above the lowest of the compared OMol25 structures with the same formula, charge and spin: 179.7 kJ/mol

Atomic partial charges in e from the Löwdin method, atoms 1 to 2:
1. C -0.11
2. C -0.23

No. 4
Formula: C5H13NO
Source: the Open Molecules 2025 dataset
Level of theory: ωB97M-V/def2-TZVPD

Geometry (Å):
C 0.273 0.417 -2.360
N 0.253 0.871 -0.905
C -0.558 -0.199 -0.183
C -2.034 0.170 -0.074
C 0.108 -0.504 1.180
C 1.282 -1.455 0.867
O 0.742 0.665 1.729
H -0.787 0.387 -2.646
H 0.730 1.052 -3.130
H 0.842 -0.511 -2.338
H -0.386 1.648 -0.744
H -0.438 -1.126 -0.765
H -2.334 1.041 0.522
H -2.610 -0.629 0.412
H -2.414 0.311 -1.094
H -0.680 -0.924 1.825
H 0.931 -2.427 0.511
H 1.942 -0.918 0.181
H 1.949 -1.625 1.711
H 0.823 1.216 0.938

Values from the calculation:
Structure (SMILES): CN[C@H](C)[C@@H](C)O
Lowest unoccupied orbital energy: 0.944 eV
HOMO-LUMO gap: 10.4511 eV
Highest occupied orbital energy: -9.507 eV
Molecular weight: 103.16 g/mol
Energy above the lowest of the compared OMol25 structures with the same formula, charge and spin: 154.3 kJ/mol

Atomic partial charges in e from the Löwdin method, atoms 1 to 2:
1. C -0.09
2. N -0.08

No. 5
Formula: C5H13NO
Source: the Open Molecules 2025 dataset
Level of theory: ωB97M-V/def2-TZVPD

Geometry (Å):
C 1.358 -2.071 -0.561
C 1.066 -0.749 -0.761
N 0.302 -0.335 -1.823
C 1.053 0.183 0.404
C -0.244 -0.038 1.206
C -0.332 0.781 2.499
H 1.843 -2.286 0.378
H 1.365 -2.688 -1.451
H 0.216 0.665 -1.942
H 0.171 -0.885 -2.658
H 2.005 0.016 0.923
H 1.134 1.182 -0.053
H -0.972 0.366 0.493
H -0.584 -1.074 1.211
H 0.582 0.617 3.084
H -0.397 1.840 2.276
H -0.973 0.315 3.246
O -2.318 1.478 -1.053
H -3.228 1.802 -0.982
H -1.857 1.753 -0.285

Values from the calculation:
Structure (SMILES): C=C(N)CCC.O
Lowest unoccupied orbital energy: 0.734 eV
HOMO-LUMO gap: 8.3263 eV
Highest occupied orbital energy: -7.592 eV
Molecular weight: 103.16 g/mol
Energy above the lowest of the compared OMol25 structures with the same formula, charge and spin: 177.7 kJ/mol

Atomic partial charges in e from the Löwdin method, atoms 1 to 2:
1. C 0.01
2. C -0.46

No. 6
Formula: C5H13NO
Source: the Open Molecules 2025 dataset
Level of theory: ωB97M-V/def2-TZVPD

Geometry (Å):
C -0.030 -0.704 -1.100
C 0.649 -0.962 0.200
C 0.922 -2.358 0.651
C 1.362 0.013 0.840
C 1.522 0.197 2.329
N 1.916 1.113 0.136
H -0.285 -1.603 -1.659
H -0.929 -0.059 -1.058
H 0.524 -0.073 -1.796
H 0.870 -2.519 1.735
H 0.105 -3.029 0.331
H 1.880 -2.765 0.320
H 0.585 0.335 2.891
H 2.199 1.006 2.585
H 1.808 -0.739 2.834
H 1.723 1.050 -0.850
H 1.557 2.015 0.441
O -5.001 2.192 -2.287
H -5.172 1.469 -2.910
H -5.031 3.022 -2.777

Values from the calculation:
Structure (SMILES): CC(C)=C(C)N.O
Lowest unoccupied orbital energy: 0.853 eV
HOMO-LUMO gap: 8.2160 eV
Highest occupied orbital energy: -7.363 eV
Molecular weight: 103.16 g/mol
Energy above the lowest of the compared OMol25 structures with the same formula, charge and spin: 190.5 kJ/mol

Atomic partial charges in e from the Löwdin method, atoms 1 to 2:
1. C -0.08
2. C -0.31